DFT (ωB97M-V/def2-TZVPD) results for a gas-phase ion, C3H9NS2 (charge +1).

Each atom is followed by the atoms it is bonded to, with distances in Å.
Element x y z (Å)
1 S 0.8585 3.8307 -0.2052  S2 2.064, H7 1.351
2 S -0.4144 2.2288 -0.4776  S1 2.064, C3 1.784
3 C 0.7192 0.8526 -0.4085  S2 1.784, C4 1.544, H8 1.090, H9 1.090
4 C -0.0466 -0.4798 -0.5618  C3 1.544, C5 1.565, H10 1.099, H11 1.088
5 C -0.2715 -1.1899 0.8141  C4 1.565, N6 1.448, H12 1.090, H13 1.124
6 N -0.8700 -2.4902 0.5961  C5 1.448, H14 1.014, H15 1.014
7 H 0.8953 4.3163 -1.4649  S1 1.351
8 H 1.4331 0.8588 -1.2326  C3 1.090
9 H 1.3404 0.7933 0.4855  C3 1.090
10 H -1.0970 -0.3382 -0.8530  C4 1.099
11 H 0.3994 -1.0884 -1.3461  C4 1.088
12 H 0.6468 -1.2894 1.3934  C5 1.090
13 H -0.9434 -0.5175 1.4131  C5 1.124
14 H -0.7820 -3.1050 1.3982  N6 1.014
15 H -1.8678 -2.3821 0.4492  N6 1.014

Output
**<S²>**: 0.75
**Energy above the lowest of the compared OMol25 structures with the same formula, charge and spin**: 25.0 kcal/mol
**Net charge**: +1
**HOMO energy (spin up / spin down)**: -12.82 / -12.77 eV
**Kohn-Sham gap (spin up / spin down)**: 7.9765 / 3.9133 eV
**LUMO energy (spin up / spin down)**: -4.84 / -8.86 eV
**Multiplicity**: 2